No. 1
{"formula": "C34H30F4IrN5O6S", "method": "ωB97M-V with the def2-TZVPD basis set", "e_tot_ha": -2940.38903, "spin_multiplicity": 2, "molar_mass_g_mol": 904.92, "homo_energy_ev": [-10.7, -10.7], "lumo_energy_ev": [-5.160, -5.449], "orbital_gap_ev": [5.570, 5.267], "total_charge": 1, "elements": ["Ir", "C", "C", "N", "C", "C", "C", "C", "N", "C", "C", "F", "C", "F", "C", "C", "F", "C", "F", "H", "H", "H", "H", "H", "H", "H", "H", "H", "H", "H", "H", "H", "H", "H", "O", "S", "O", "N", "C", "C", "C", "C", "C", "C", "C", "C", "N", "C", "C", "C", "C", "C", "C", "C", "H", "H", "H", "H", "H", "H", "H", "H", "H", "H", "H", "O", "C", "O", "C", "C", "C", "C", "C", "C", "N", "O", "O", "H", "H", "H", "H"], "coordinates": [[1.104741, 0.692092, -0.270274], [0.774747, 4.441780, -1.691446], [-0.108995, 3.271867, -2.111773], [-0.602076, 2.426990, -1.003126], [-1.744882, 1.632950, -1.485703], [-1.363980, 0.584951, -2.520120], [-0.996889, 3.217908, 0.180383], [-0.233237, 2.927427, 1.494333], [0.990612, 2.199616, 1.337497], [1.657393, 1.806425, 2.425980], [2.884970, 1.105478, 2.241595], [3.354024, 1.026584, 0.974702], [3.550245, 0.468873, 3.264395], [4.654078, -0.228094, 3.003164], [3.079186, 0.551352, 4.569614], [1.933676, 1.298872, 4.808232], [1.483354, 1.413380, 6.056861], [1.243814, 1.933333, 3.788088], [0.157841, 2.645801, 4.109510], [1.358069, 4.781174, -2.543652], [1.443246, 4.151592, -0.883779], [0.181712, 5.295912, -1.371676], [0.438019, 2.618864, -2.792113], [-0.966043, 3.671851, -2.670926], [-2.507601, 2.305157, -1.902605], [-2.173565, 1.117176, -0.629031], [-1.139273, 1.023401, -3.487777], [-2.191657, -0.108160, -2.641242], [-0.504245, 0.019131, -2.151413], [-2.054333, 3.035107, 0.377849], [-0.895755, 4.278093, -0.041301], [-0.896988, 2.362828, 2.161478], [-0.026644, 3.880821, 2.002874], [3.575906, 0.040458, 5.379285], [2.705965, -3.116105, 0.203950], [1.632624, -2.176266, 0.276891], [1.700954, -1.175408, 1.324380], [1.566390, -1.248305, -1.096017], [2.360266, -1.439713, -2.152930], [2.783679, -2.686528, -2.621726], [3.555109, -2.775831, -3.773565], [3.957299, -1.651013, -4.456779], [3.611648, -0.366562, -3.980755], [4.053060, 0.827428, -4.582366], [3.727499, 2.024849, -3.994823], [2.950973, 2.029463, -2.829098], [2.460555, 0.936159, -2.282333], [2.788343, -0.252283, -2.831838], [0.066590, -3.012698, 0.293429], [-0.565099, -3.262237, 1.494301], [-1.789266, -3.913549, 1.483509], [-2.342683, -4.321831, 0.279646], [-1.693435, -4.070179, -0.919031], [-0.481659, -3.400854, -0.913284], [2.500222, -3.573785, -2.080052], [3.833900, -3.751508, -4.139202], [4.560153, -1.730450, -5.348711], [4.662231, 0.773982, -5.472578], [4.079268, 2.957369, -4.408237], [2.722317, 2.961735, -2.339799], [-0.099263, -2.930924, 2.408812], [-2.301644, -4.112993, 2.413556], [-3.288068, -4.840094, 0.273177], [-2.124803, -4.390825, -1.855447], [0.036645, -3.186009, -1.834451], [-0.517938, -0.008838, 2.745031], [-1.186279, -0.306968, 1.767852], [-0.881061, -0.233986, 0.546332], [-2.627622, -0.764321, 2.002381], [-3.145513, -0.706914, 3.289814], [-4.468460, -1.040003, 3.511236], [-5.261138, -1.421385, 2.437555], [-4.738939, -1.525988, 1.154108], [-3.415185, -1.192751, 0.940152], [-6.669217, -1.695437, 2.667739], [-7.073825, -1.564885, 3.798433], [-7.336180, -2.016150, 1.711055], [-2.509726, -0.407429, 4.107086], [-4.907587, -0.997086, 4.496566], [-5.374717, -1.863993, 0.348867], [-2.975849, -1.269890, -0.040718]], "forces_ev_per_a": [[-2.6, -0.3, -0.5], [-0.2, -0.2, 0.0], [0.5, 0.3, -0.5], [1.2, -1.3, 0.3], [-0.5, -0.7, -0.2], [0.1, 0.2, 0.2], [0.1, 0.2, 0.5], [-0.9, 0.3, 0.0], [0.2, -1.3, -1.4], [0.6, -0.1, 0.5], [0.2, -0.2, -0.3], [0.4, 0.0, 0.8], [0.1, 0.2, -0.3], [-0.2, 0.1, 0.0], [-0.4, 0.2, -0.3], [-0.1, 0.2, -0.1], [0.0, 0.0, -0.2], [-0.2, 0.2, 0.3], [0.5, -0.4, -0.1], [0.1, 0.0, 0.0], [0.2, 0.1, 0.1], [0.1, 0.0, 0.1], [-0.2, 0.0, 0.0], [0.0, -0.2, 0.1], [0.2, 0.1, 0.2], [0.0, 0.1, 0.0], [0.1, 0.0, -0.1], [-0.1, 0.0, -0.1], [-0.1, -0.1, -0.2], [0.1, 0.0, -0.1], [-0.1, -0.1, -0.1], [0.2, 0.0, -0.1], [0.0, -0.2, -0.1], [0.1, 0.0, 0.0], [-0.2, -0.1, 0.1], [0.2, -0.4, -1.3], [-0.2, 0.5, 0.3], [-2.1, 1.6, 3.2], [1.6, -0.6, -2.3], [-0.7, 0.9, 0.5], [0.4, 0.5, -0.6], [0.0, -0.2, 0.2], [-0.3, -0.1, 0.1], [-0.2, 0.2, 0.4], [0.2, -0.3, -0.2], [-0.1, 0.2, 0.1], [-0.3, 0.7, 1.7], [0.2, -1.5, 0.0], [0.3, 0.3, 0.1], [0.1, -0.1, 0.2], [0.2, -0.2, 0.0], [0.0, -0.1, 0.1], [0.1, 0.0, 0.0], [0.0, -0.1, -0.2], [0.0, -0.1, 0.0], [0.1, -0.1, 0.0], [0.0, 0.0, -0.1], [0.1, 0.1, -0.1], [0.0, 0.1, 0.0], [0.0, 0.1, 0.1], [-0.1, 0.0, 0.2], [0.0, 0.0, 0.0], [-0.1, -0.1, 0.0], [0.0, 0.0, -0.1], [0.0, 0.0, -0.2], [0.5, 0.2, 0.0], [-1.3, -0.2, 1.8], [2.4, 1.2, -2.1], [0.4, 0.1, -0.2], [0.0, -0.1, -0.2], [-0.3, 0.0, 0.0], [1.1, 0.2, -0.2], [-0.3, -0.1, 0.0], [-0.1, 0.1, 0.3], [-0.1, 0.0, 0.0], [-0.3, 0.0, 0.3], [-0.3, -0.1, -0.2], [0.1, 0.1, 0.0], [0.0, 0.0, 0.0], [0.0, 0.0, 0.0], [0.0, 0.0, -0.2]], "mulliken_spin": [0.0786, -0.0009, -0.0046, -0.0026, 0.0021, 0.0039, 0.0106, -0.0651, 0.4601, 0.0428, 0.1195, 0.0068, -0.0690, -0.0073, 0.2289, -0.0668, -0.0077, 0.1666, 0.0198, 0.0001, -0.0011, -0.0005, 0.0026, -0.0035, 0.0018, -0.0019, -0.0002, -0.0008, -0.0024, 0.0044, -0.0005, 0.0267, 0.0273, 0.0073, 0.0008, 0.0100, 0.0158, 0.0100, -0.0144, 0.0007, -0.0011, 0.0024, -0.0015, 0.0007, -0.0020, -0.0058, -0.0150, 0.0108, 0.0020, 0.0005, -0.0001, -0.0002, 0.0002, -0.0029, 0.0005, -0.0001, 0.0001, -0.0001, -0.0001, -0.0001, 0.0007, 0.0000, 0.0000, 0.0000, -0.0004, 0.0017, 0.0040, 0.0083, 0.0022, -0.0018, 0.0003, 0.0000, 0.0000, -0.0002, 0.0000, 0.0000, 0.0000, -0.0001, 0.0000, 0.0000, -0.0007]}

***

No. 2
{"formula": "C29H59Br2NSi", "method": "ωB97M-V with the def2-TZVPD basis set", "e_tot_ha": -6632.62541, "molar_mass_g_mol": 609.69, "homo_energy_ev": -8.3, "lumo_energy_ev": 0.467, "smiles": "C/C(Br)=C(/Br)[SiH2]CCCCn1cccc1.CCCCCC.CCCCCC.CCCCCC", "orbital_gap_ev": 8.808, "elements": ["C", "C", "Br", "C", "Br", "Si", "C", "C", "C", "C", "N", "C", "C", "C", "C", "H", "H", "H", "H", "H", "H", "H", "H", "H", "H", "H", "H", "H", "H", "H", "H", "H", "C", "C", "C", "C", "C", "C", "H", "H", "H", "H", "H", "H", "H", "H", "H", "H", "H", "H", "H", "H", "C", "C", "C", "C", "C", "C", "H", "H", "H", "H", "H", "H", "H", "H", "H", "H", "H", "H", "H", "H", "C", "C", "C", "C", "C", "C", "H", "H", "H", "H", "H", "H", "H", "H", "H", "H", "H", "H", "H", "H"], "coordinates": [[-1.153742, 0.189530, 4.066686], [-0.181978, 0.991228, 4.883074], [-0.813445, 1.249275, 6.647649], [0.973083, 1.505188, 4.462127], [2.125589, 2.409931, 5.660541], [1.691229, 1.318963, 2.733163], [1.974405, 2.921679, 1.781767], [2.236835, 4.211804, 2.573709], [0.992296, 4.946573, 3.072081], [0.159570, 5.572203, 1.951990], [-1.015686, 4.820744, 1.516832], [-1.867205, 5.286650, 0.562751], [-2.827798, 4.345859, 0.337039], [-2.546740, 3.265583, 1.192545], [-1.443581, 3.592932, 1.932423], [-1.694651, -0.501235, 4.705963], [-1.891602, 0.845976, 3.607121], [-0.650748, -0.381868, 3.294035], [0.766924, 0.496652, 1.928422], [2.982728, 0.614433, 2.871463], [2.861751, 2.710557, 1.180638], [1.155435, 3.072687, 1.078643], [2.778846, 4.909656, 1.930191], [2.899594, 4.006495, 3.412642], [0.376527, 4.312482, 3.707294], [1.331371, 5.760367, 3.712702], [-0.192062, 6.559612, 2.246533], [0.804891, 5.717112, 1.082073], [-1.736376, 6.247326, 0.095390], [-3.646157, 4.401122, -0.358095], [-3.094050, 2.342450, 1.275516], [-0.954131, 3.040186, 2.706765], [-1.214325, 6.160770, -3.573794], [-2.362194, 5.170025, -3.403610], [-1.960359, 3.719547, -3.660466], [-1.457299, 3.433148, -5.076452], [-2.437055, 3.798471, -6.190444], [-3.758086, 3.038802, -6.114393], [-0.829781, 6.165482, -4.594747], [-1.535254, 7.177382, -3.341461], [-0.387059, 5.910034, -2.905594], [-3.191404, 5.454181, -4.057812], [-2.741030, 5.241717, -2.382115], [-2.811248, 3.070790, -3.435398], [-1.177674, 3.440475, -2.948017], [-1.219084, 2.367331, -5.150381], [-0.515483, 3.962641, -5.244653], [-1.961022, 3.593433, -7.152696], [-2.634351, 4.873965, -6.175188], [-3.588474, 1.960750, -6.154469], [-4.412213, 3.304592, -6.945560], [-4.296454, 3.257415, -5.191146], [2.176401, -2.807429, 4.738874], [3.241576, -2.616887, 3.662383], [2.749503, -2.951389, 2.257131], [2.310049, -4.400585, 2.049404], [3.379723, -5.448295, 2.351222], [4.619359, -5.323594, 1.470381], [1.849063, -3.845976, 4.806238], [2.553013, -2.517716, 5.720497], [1.297042, -2.193023, 4.526889], [4.123685, -3.213600, 3.910300], [3.569370, -1.574381, 3.673103], [3.531564, -2.699072, 1.535527], [1.902023, -2.298464, 2.019091], [1.985217, -4.514991, 1.010952], [1.428087, -4.605817, 2.663014], [2.941431, -6.440025, 2.213270], [3.672532, -5.391642, 3.403361], [4.353907, -5.404245, 0.414020], [5.340585, -6.110433, 1.693875], [5.123238, -4.366950, 1.615586], [-1.258637, -5.789981, -4.548169], [-0.181774, -5.275010, -3.597754], [-0.012966, -6.131537, -2.343985], [-1.258413, -6.228526, -1.460944], [-1.809667, -4.886050, -0.982978], [-0.816273, -4.090527, -0.141989], [-2.244082, -5.789033, -4.080347], [-1.320965, -5.170056, -5.443245], [-1.040109, -6.812129, -4.864450], [-0.407515, -4.242650, -3.316485], [0.774725, -5.240952, -4.125448], [0.822261, -5.739913, -1.756448], [0.279647, -7.143057, -2.642642], [-1.015426, -6.841996, -0.587541], [-2.046034, -6.766641, -1.995056], [-2.711761, -5.071137, -0.394453], [-2.126753, -4.284868, -1.839632], [-0.506940, -4.662662, 0.734817], [-1.258294, -3.156215, 0.207633], [0.080336, -3.835648, -0.709279]], "forces_ev_per_a": [[0.0, 0.0, 0.0], [-0.1, 0.0, 0.0], [0.0, 0.1, 0.2], [-0.1, -0.3, -0.2], [0.1, 0.1, 0.1], [0.0, 0.1, -0.2], [0.1, 0.1, 0.3], [0.0, 0.0, -0.1], [0.0, 0.0, 0.0], [0.0, 0.0, -0.1], [0.3, 0.2, 0.4], [0.0, 0.2, -0.3], [-0.3, -0.2, -0.2], [-0.2, -0.5, 0.3], [0.0, 0.0, -0.3], [0.0, -0.1, 0.1], [-0.1, 0.1, -0.1], [0.0, 0.0, -0.1], [0.0, -0.1, 0.0], [0.0, 0.0, 0.1], [0.0, -0.1, -0.1], [-0.1, 0.0, -0.1], [0.1, 0.0, 0.0], [0.0, 0.0, 0.1], [0.0, -0.1, 0.1], [0.0, 0.0, 0.1], [0.0, 0.1, 0.1], [0.0, 0.0, -0.1], [0.2, 0.1, 0.1], [0.0, 0.1, -0.1], [-0.1, 0.0, 0.0], [0.2, -0.1, 0.2], [-0.1, 0.0, 0.0], [0.0, 0.0, 0.0], [0.0, 0.0, 0.0], [0.0, 0.0, 0.0], [0.0, 0.0, 0.0], [0.0, 0.0, 0.0], [0.0, 0.0, 0.0], [0.0, 0.0, 0.0], [0.0, 0.0, 0.0], [0.0, 0.0, 0.0], [0.0, 0.0, 0.0], [0.0, 0.0, 0.0], [0.0, 0.0, 0.0], [0.0, 0.0, 0.0], [0.0, 0.0, 0.0], [0.0, 0.0, 0.0], [0.0, 0.0, 0.0], [0.0, 0.0, 0.0], [0.0, 0.0, 0.0], [0.0, 0.0, 0.0], [0.1, 0.0, 0.0], [-0.1, 0.0, 0.1], [0.0, 0.0, -0.1], [0.0, 0.0, 0.0], [0.0, 0.0, 0.0], [0.0, 0.0, 0.0], [0.0, 0.0, 0.0], [0.0, 0.0, 0.0], [0.0, 0.0, 0.0], [0.0, 0.0, 0.0], [0.0, 0.0, 0.0], [0.0, 0.0, 0.0], [0.0, 0.0, 0.0], [0.0, 0.0, 0.0], [0.0, 0.0, 0.0], [0.0, 0.0, 0.0], [0.0, 0.0, 0.0], [0.0, 0.0, 0.0], [0.0, 0.0, 0.0], [0.0, 0.0, 0.0], [0.0, 0.0, 0.0], [0.0, 0.0, 0.0], [0.0, 0.0, 0.0], [0.0, 0.0, 0.0], [0.0, 0.0, 0.0], [-0.1, 0.0, 0.0], [0.0, 0.0, 0.0], [0.0, 0.0, 0.0], [0.0, 0.0, 0.0], [0.0, 0.0, 0.0], [0.0, 0.0, 0.0], [0.0, 0.0, 0.0], [0.0, 0.0, 0.0], [0.0, 0.0, 0.0], [0.0, 0.0, 0.0], [0.0, 0.0, 0.0], [0.0, 0.0, 0.0], [0.0, 0.0, 0.0], [0.0, 0.0, 0.0], [0.0, 0.0, 0.0]], "lowdin_charge": [-0.1620, -0.8553, 0.7345, -0.8652, 0.7089, 0.6298, -0.3127, -0.2805, -0.1906, -0.1299, -0.1079, -0.1100, -0.1074, -0.0972, -0.1058, 0.0604, 0.0781, 0.0436, -0.0165, -0.0231, 0.0686, 0.0627, 0.1051, 0.0593, 0.0904, 0.1140, 0.1222, 0.1248, 0.1184, 0.0898, 0.0900, 0.0857, -0.1090, -0.2667, -0.2275, -0.2298, -0.2716, -0.1125, 0.0640, 0.0685, 0.0718, 0.1005, 0.0742, 0.1015, 0.1090, 0.1086, 0.1003, 0.1031, 0.0970, 0.0743, 0.0680, 0.0639, -0.0986, -0.2662, -0.2263, -0.2328, -0.2655, -0.1098, 0.0669, 0.0726, 0.0642, 0.1006, 0.0781, 0.1040, 0.0983, 0.0929, 0.1006, 0.1042, 0.0985, 0.0737, 0.0686, 0.0646, -0.1120, -0.2708, -0.2299, -0.2284, -0.2668, -0.1144, 0.0641, 0.0684, 0.0745, 0.0973, 0.1037, 0.0961, 0.1092, 0.1090, 0.1005, 0.1043, 0.0982, 0.0649, 0.0701, 0.0637]}